{"formula": "C2H7NO2Si", "method": "ωB97M-V/def2-TZVPD", "max_force_ev_per_a": 10.3, "e_tot_ha": -574.926832, "e_lumo_ha": -0.0255, "charge": 0, "orbital_gap_ev": 9.09, "homo_energy_ev": -9.78, "e_above_lowest_ev": 7.3262, "symbols": ["C", "C", "N", "O", "O", "Si", "H", "H", "H", "H", "H", "H", "H"], "coordinates": [[-1.211, -2.334, 0.805], [0.250, -2.390, 0.298], [1.347, -2.253, 0.223], [2.402, -2.215, -0.371], [-1.160, 5.663, 0.960], [0.096, 5.445, 0.128], [-1.788, -1.779, 0.086], [-1.357, -1.923, 1.790], [-1.667, -3.297, 0.891], [0.425, -2.434, -2.376], [0.181, 4.954, -1.338], [1.485, 5.217, 0.684], [0.997, -2.653, -1.779]]}

***

{"formula": "C2H7NO3", "method": "ωB97M-V/def2-TZVPD", "max_force_ev_per_a": 6.3, "e_tot_ha": -360.839238, "e_lumo_ha": 0.0051, "charge": 0, "orbital_gap_ev": 9.78, "homo_energy_ev": -9.64, "e_above_lowest_ev": 2.0249, "symbols": ["H", "O", "N", "H", "H", "H", "C", "H", "H", "C", "O", "O", "H"], "coordinates": [[-1.041, 0.368, -1.153], [-1.978, -0.416, -1.130], [-0.134, 1.233, -1.033], [-1.969, -1.092, -1.692], [-0.667, 2.085, -0.931], [0.260, 1.331, -2.011], [0.949, 1.039, -0.041], [1.990, 0.813, -0.586], [0.851, 1.897, 0.553], [0.674, -0.350, 0.794], [1.512, -0.736, 1.550], [-0.417, -1.034, 0.662], [-1.156, -0.680, -0.128]]}

***

{"formula": "C2H7NO3", "method": "ωB97M-V/def2-TZVPD", "smiles": "NC(O)(O)CO", "max_force_ev_per_a": 3.3, "e_tot_ha": -360.867803, "e_lumo_ha": 0.0269, "charge": 0, "orbital_gap_ev": 10.63, "homo_energy_ev": -9.89, "e_above_lowest_ev": 1.2476, "symbols": ["N", "C", "O", "O", "C", "O", "H", "H", "H", "H", "H", "H", "H"], "coordinates": [[1.348, -0.917, -0.391], [0.209, -0.031, -0.365], [-0.758, -0.438, -1.306], [0.516, 1.311, -0.508], [-0.427, -0.253, 1.009], [-1.361, 0.935, 1.153], [2.003, -0.731, 0.354], [1.832, -0.839, -1.277], [-0.385, -0.294, -2.184], [-0.250, 1.771, 0.100], [0.285, -0.084, 1.815], [-0.933, -1.216, 1.079], [-2.078, 0.786, 0.523]]}

***

- Number 2 is which compound?
  C2H7NO3